one:
Computed, not measured: an isolated ion of composition C7H16N and charge +1, with ωB97M-V with the def2-TZVPD basis set.

Results
- LUMO (hartree) = -0.1358
- net charge = +1
- HOMO (eV) = -12.04
- orbital gap (eV) = 8.34
- SMILES = C/C=C(\C)CCC[NH3+]

CARTESIAN COORDINATES (ANGSTROEM)
C: 2.601 2.161 0.890
C: 1.401 1.301 0.644
C: 0.500 1.072 -0.306
C: 0.462 1.718 -1.676
C: -0.600 0.088 -0.026
C: -0.083 -1.368 0.041
C: -1.160 -2.434 0.375
N: -2.560 -1.895 0.059
H: 3.484 1.839 0.319
H: 2.407 3.219 0.770
H: 2.814 2.058 1.972
H: 1.402 0.606 1.512
H: 0.128 1.008 -2.456
H: 1.502 2.012 -1.878
H: -0.089 2.644 -1.589
H: -0.930 0.203 1.009
H: -1.414 0.231 -0.760
H: 0.394 -1.758 -0.864
H: 0.695 -1.424 0.820
H: -1.141 -3.394 -0.147
H: -1.088 -2.541 1.463
H: -2.904 -1.064 0.526
H: -3.341 -2.540 0.241
H: -2.480 -1.742 -0.941

Mulliken population analysis, charges in e, atoms 1 to 6: atom 1 (C): -1.374, atom 2 (C): -0.275, atom 3 (C): 0.578, atom 4 (C): -1.324, atom 5 (C): -0.919, atom 6 (C): -0.229

=====

two:
Computed, not measured: a 2-piece molecular cluster, C7H16N overall, with ωB97M-V with the def2-TZVPD basis set.

Results
- LUMO (hartree) = -0.2548
- net charge = +1
- HOMO (eV) = -12.09
- orbital gap (eV) = 5.16

CARTESIAN COORDINATES (ANGSTROEM)
C: -0.794 -0.358 -2.669
C: -2.002 -0.454 -1.730
C: -1.841 -1.420 -0.480
C: -0.415 -1.237 0.063
C: 0.558 -2.139 -0.219
C: -0.120 0.018 0.631
C: -1.075 0.771 1.566
N: 4.210 3.022 2.574
H: -1.022 0.168 -3.592
H: 0.067 0.091 -2.175
H: -0.512 -1.335 -3.083
H: -2.922 -0.825 -2.194
H: -2.596 -1.152 0.261
H: -1.925 -2.457 -0.803
H: 1.612 -1.933 -0.046
H: 0.306 -3.149 -0.540
H: 0.899 0.376 0.777
H: 4.951 3.706 2.585
H: -1.849 1.230 0.947
H: -1.431 -0.001 2.252
H: -0.466 1.543 2.006
H: -2.081 0.518 -1.243
H: 4.159 2.483 3.418
H: 4.289 2.535 1.694

Mulliken population analysis, charges in e, atoms 1 to 6: atom 1 (C): -1.145, atom 2 (C): -0.275, atom 3 (C): -0.767, atom 4 (C): 0.743, atom 5 (C): -0.810, atom 6 (C): -0.080

=====

Which of them is most stable, and which least? Most stable: one; least stable: two.